[1]
Computed, not measured: a structure of composition C36H38Cl5KN2O2S2, with the ωB97M-V functional and the def2-TZVPD basis.

As for the total charge: -2. The value obtained for the electronic energy is -5351.75696 hartree. The energy relative to the best compared isomer or geometry (same formula, charge and spin) is 0.895 eV. The calculation puts the gap between HOMO and LUMO at 2.5 eV. The maximum force comes out at 0.6 eV/Å.

Geometry (Å):
K (0.216, 0.991, 0.222)
Cl (2.328, 4.843, -0.625)
C (0.585, 5.054, -0.758)
C (-0.220, 3.938, -0.628)
C (-1.564, 4.199, -0.725)
Cl (-2.687, 2.830, -0.563)
C (-2.131, 5.455, -0.929)
Cl (-3.854, 5.701, -1.015)
C (-1.275, 6.544, -1.063)
Cl (-1.918, 8.135, -1.326)
C (0.102, 6.343, -0.979)
Cl (1.169, 7.709, -1.149)
O (-0.802, 1.138, 2.612)
S (-0.666, 0.097, 3.683)
C (0.869, -0.840, 3.340)
C (1.934, -0.443, 4.360)
C (1.612, 0.991, 4.766)
C (0.123, 0.965, 5.078)
H (1.169, -0.545, 2.334)
H (0.631, -1.901, 3.301)
H (2.924, -0.541, 3.915)
H (1.890, -1.093, 5.240)
H (1.800, 1.666, 3.928)
H (2.206, 1.333, 5.616)
H (-0.366, 1.937, 5.142)
H (-0.085, 0.387, 5.983)
C (2.083, -3.348, -1.296)
C (1.222, -2.735, -0.294)
N (0.575, -2.230, 0.510)
H (2.513, -2.549, -1.914)
H (1.530, -4.057, -1.910)
H (2.905, -3.852, -0.788)
O (-2.435, -2.004, 1.819)
S (-2.859, -1.239, 0.622)
C (-3.855, -2.338, -0.395)
C (-4.490, -3.420, 0.190)
C (-5.252, -4.265, -0.603)
C (-5.368, -4.025, -1.967)
C (-4.710, -2.949, -2.544)
C (-3.939, -2.103, -1.757)
C (-4.226, -0.214, 1.198)
C (-4.870, 0.652, 0.328)
C (-5.893, 1.456, 0.804)
C (-6.263, 1.388, 2.141)
C (-5.604, 0.523, 3.002)
C (-4.574, -0.282, 2.533)
H (-4.360, -3.589, 1.252)
H (-5.753, -5.116, -0.159)
H (-5.960, -4.689, -2.584)
H (-4.779, -2.776, -3.610)
H (-3.391, -1.278, -2.198)
H (-4.561, 0.718, -0.708)
H (-6.381, 2.153, 0.136)
H (-7.053, 2.028, 2.515)
H (-5.880, 0.486, 4.049)
H (-4.016, -0.946, 3.182)
C (4.049, -1.433, 1.320)
C (4.996, -0.728, 0.341)
C (5.124, 0.752, 0.725)
C (4.591, -0.888, -1.112)
C (5.524, -1.391, -1.986)
C (5.294, -1.555, -3.367)
C (4.033, -1.151, -3.834)
C (3.041, -0.625, -3.032)
C (1.739, -0.228, -3.712)
C (1.398, 1.262, -3.547)
C (0.536, -1.059, -3.231)
C (3.233, -0.406, -1.552)
N (2.344, 0.082, -0.772)
H (4.420, -1.347, 2.352)
H (3.967, -2.499, 1.082)
H (3.062, -0.979, 1.212)
H (5.985, -1.197, 0.453)
H (4.162, 1.236, 0.544)
H (5.882, 1.241, 0.107)
H (5.402, 0.874, 1.782)
H (6.495, -1.687, -1.578)
H (6.048, -1.963, -4.031)
H (3.820, -1.255, -4.901)
H (1.874, -0.437, -4.782)
H (1.374, 1.471, -2.477)
H (0.414, 1.486, -3.980)
H (2.140, 1.910, -4.019)
H (0.468, -0.972, -2.144)
H (0.643, -2.115, -3.502)
H (-0.399, -0.691, -3.674)

[2]
Computed, not measured: a structure of composition C36H38ClFN5O7PPdTe, with the ωB97M-V functional and the def2-TZVPD basis.

As for the total charge: +2. The value obtained for the electronic energy is -3492.06148 hartree. The energy relative to the best compared isomer or geometry (same formula, charge and spin) is 0.581 eV. The calculation puts the gap between HOMO and LUMO at 6.5 eV. The maximum force comes out at 1.5 eV/Å.

Geometry (Å):
Pd (-1.603, -1.410, 0.078)
Cl (0.354, -7.768, -2.821)
C (0.004, -6.121, -2.409)
C (0.222, -5.105, -3.355)
C (-0.036, -3.800, -3.041)
C (-0.523, -3.413, -1.766)
O (-0.728, -2.151, -1.562)
C (-0.748, -4.453, -0.820)
C (-1.247, -4.251, 0.499)
N (-1.428, -3.122, 1.100)
C (-1.960, -3.025, 2.416)
C (-2.106, -4.056, 3.304)
C (-2.684, -3.834, 4.572)
C (-3.097, -2.590, 4.953)
C (-2.932, -1.498, 4.069)
C (-3.319, -0.173, 4.380)
C (-3.135, 0.824, 3.468)
C (-2.557, 0.510, 2.224)
N (-2.171, -0.702, 1.921)
C (-2.359, -1.725, 2.808)
C (-0.483, -5.799, -1.179)
H (0.587, -5.368, -4.339)
H (0.122, -3.013, -3.767)
H (-1.497, -5.161, 1.039)
H (-1.776, -5.055, 3.055)
H (-2.799, -4.671, 5.247)
H (-3.545, -2.425, 5.923)
H (-3.760, 0.035, 5.347)
H (-3.425, 1.843, 3.680)
H (-2.408, 1.267, 1.465)
H (-0.662, -6.585, -0.455)
C (3.049, 4.064, -3.594)
C (1.952, 4.478, -2.626)
N (1.544, 3.376, -1.741)
C (0.435, 2.687, -2.038)
C (-0.037, 1.598, -1.356)
C (-1.338, 1.099, -1.860)
O (-1.743, 1.424, -2.970)
O (-2.172, 0.421, -1.088)
C (0.731, 1.066, -0.241)
O (0.505, 0.031, 0.364)
C (1.917, 1.888, 0.110)
C (2.672, 1.514, 1.218)
C (3.784, 2.227, 1.567)
F (4.521, 1.801, 2.614)
C (4.200, 3.354, 0.847)
C (3.445, 3.722, -0.256)
C (2.311, 3.001, -0.637)
N (5.337, 4.133, 1.189)
C (6.424, 4.140, 0.222)
C (7.284, 5.375, 0.409)
N (7.808, 5.389, 1.818)
C (6.671, 5.359, 2.804)
C (5.836, 4.116, 2.554)
H (3.329, 4.910, -4.220)
H (2.703, 3.260, -4.244)
H (3.938, 3.714, -3.069)
H (1.063, 4.789, -3.171)
H (2.253, 5.326, -2.013)
H (-0.123, 3.042, -2.894)
H (2.382, 0.635, 1.778)
H (3.745, 4.600, -0.809)
H (6.031, 4.150, -0.792)
H (7.051, 3.237, 0.319)
H (6.696, 6.283, 0.285)
H (8.129, 5.388, -0.276)
H (8.403, 6.204, 1.975)
H (8.392, 4.561, 1.964)
H (6.092, 6.267, 2.648)
H (7.090, 5.359, 3.809)
H (5.005, 4.132, 3.255)
H (6.437, 3.222, 2.774)
C (-7.564, -1.980, 0.313)
C (-6.894, -2.725, -0.816)
O (-6.024, -1.838, -1.592)
P (-4.532, -1.591, -1.154)
O (-4.258, -1.489, 0.289)
Te (-3.935, 0.412, -2.415)
O (-3.681, -2.769, -1.779)
C (-3.782, -3.194, -3.162)
C (-4.170, -4.651, -3.201)
H (-8.168, -2.682, 0.888)
H (-8.214, -1.196, -0.074)
H (-6.821, -1.536, 0.974)
H (-7.615, -3.090, -1.543)
H (-6.298, -3.564, -0.454)
H (-2.797, -3.028, -3.597)
H (-4.506, -2.571, -3.690)
H (-3.437, -5.253, -2.662)
H (-4.203, -4.995, -4.235)
H (-5.152, -4.805, -2.754)

[3]
Computed, not measured: a structure of composition C36H38ClN4OPS5SbSn, with the ωB97M-V functional and the def2-TZVPD basis.

As for the total charge: -2. The value obtained for the electronic energy is -4935.94859 hartree. The energy relative to the best compared isomer or geometry (same formula, charge and spin) is 5.733 eV. Its spin multiplicity is 2. The calculation puts the gap between HOMO and LUMO (spin up / spin down) at 4.5 / 4.3 eV. The maximum force comes out at 1.2 eV/Å.

Geometry (Å):
Sn (-1.282, -1.435, 1.157)
C (0.281, -2.612, -1.753)
N (0.846, -1.906, -0.605)
C (1.999, -2.638, -0.039)
C (1.716, -4.000, 0.599)
N (1.035, -3.954, 1.887)
C (0.423, -5.247, 2.180)
C (1.704, -3.345, 2.963)
C (3.067, -3.028, 2.881)
C (3.768, -2.450, 3.923)
C (3.126, -2.144, 5.109)
C (1.771, -2.397, 5.207)
C (1.047, -2.978, 4.167)
S (-0.670, -3.163, 4.601)
C (1.282, -0.549, -0.860)
C (1.712, -0.073, -2.214)
C (1.667, 2.454, -2.191)
C (2.026, 2.563, -0.883)
C (1.757, 1.680, 0.188)
C (1.313, 0.332, 0.200)
S (0.872, -0.258, 1.851)
H (1.059, -2.997, -2.426)
H (-0.368, -1.940, -2.313)
H (-0.325, -3.454, -1.417)
H (2.453, -1.986, 0.705)
H (2.730, -2.795, -0.847)
H (2.675, -4.541, 0.688)
H (1.078, -4.586, -0.065)
H (1.173, -6.053, 2.120)
H (-0.372, -5.448, 1.461)
H (-0.006, -5.254, 3.178)
H (3.611, -3.258, 1.977)
H (4.826, -2.250, 3.804)
H (3.663, -1.704, 5.940)
H (1.229, -2.135, 6.108)
H (1.462, -0.802, -2.983)
H (2.037, 3.174, -2.910)
H (2.563, 3.467, -0.607)
H (1.934, 2.085, 1.179)
Cl (-3.251, -0.712, -2.612)
C (-3.097, 0.722, -3.547)
C (-4.073, 0.956, -4.508)
C (-4.020, 2.114, -5.260)
C (-2.988, 3.016, -5.051)
C (-2.015, 2.760, -4.102)
C (-2.037, 1.604, -3.316)
P (-0.852, 1.194, -1.926)
C (0.899, 1.311, -2.718)
C (0.809, 1.291, -4.198)
C (1.915, 1.137, -4.989)
C (3.267, 0.958, -4.626)
C (3.825, 0.585, -3.379)
C (3.181, 0.151, -2.262)
C (-1.095, 2.810, -1.068)
C (-0.689, 4.064, -1.528)
C (-0.970, 5.207, -0.797)
C (-1.661, 5.127, 0.404)
C (-2.073, 3.889, 0.870)
C (-1.797, 2.747, 0.132)
H (-4.865, 0.233, -4.644)
H (-4.777, 2.309, -6.008)
H (-2.945, 3.932, -5.628)
H (-1.211, 3.467, -3.962)
H (-0.159, 1.335, -4.677)
H (1.741, 1.223, -6.062)
H (3.981, 1.114, -5.432)
H (4.912, 0.644, -3.329)
H (3.742, -0.020, -1.351)
H (-0.126, 4.150, -2.444)
H (-0.642, 6.174, -1.164)
H (-1.865, 6.028, 0.972)
H (-2.612, 3.807, 1.807)
H (-2.112, 1.781, 0.502)
S (-5.583, -4.487, -0.901)
Sb (-3.645, -4.135, 0.290)
S (-1.850, -3.190, 2.918)
S (-2.132, -5.654, -0.523)
C (-2.745, 2.368, 5.629)
N (-2.985, 1.601, 4.434)
C (-2.112, 0.717, 3.863)
N (-0.927, 0.544, 4.481)
O (-2.474, 0.109, 2.850)
H (-3.648, 2.916, 5.886)
H (-1.937, 3.093, 5.479)
H (-2.480, 1.721, 6.471)
H (-3.884, 1.637, 3.987)
H (-0.590, 1.229, 5.133)
H (-0.226, 0.049, 3.948)